[1]
116
Properties=species:S:1:pos:R:3:mulliken_charge:R:1 method="wB97M-V/def2-TZVPD" orbital_gap_ev=9.675 largest_force_ha_per_bohr=0.1151 smiles="C[C@H]1COC(=O)O1.C[C@H]1COC(=O)O1.O=C1OCCO1.O=C1OCCO1.O=C1OCCO1.O=C1OCCO1.O=C1OCCO1.O=C1OCCO1.O=C1OCCO1.O=C1OCCO1.O=C1OCCO1" homo_ev=-10.28 de_lowest_kj_mol=388.8 charge=0
H 0.23 15.71 2.88 0.33
H -0.70 13.16 10.55 0.44
H -6.56 16.10 11.43 -0.23
C -9.11 16.34 11.60 0.64
O -0.07 15.60 6.55 -0.56
C -3.32 13.67 10.21 -0.42
H -3.77 14.28 13.83 -0.17
O -4.75 13.77 17.81 -0.59
H -5.43 12.31 4.61 0.19
O -7.03 15.17 6.96 -0.56
H 2.44 15.09 8.20 0.23
H -2.75 10.21 11.04 -0.15
C -6.16 14.44 6.51 0.45
C -7.22 15.92 10.58 0.80
H -1.66 17.46 12.64 0.52
C -4.36 13.11 6.42 0.67
O -2.35 8.48 8.32 -0.53
O -8.83 9.63 10.57 -0.57
O -2.50 12.62 10.37 0.15
C -2.30 11.37 3.41 0.37
H -4.83 11.04 12.20 0.08
C 0.79 6.98 8.04 -0.31
H -6.03 12.04 9.28 -0.26
C -4.79 14.23 16.63 0.52
H -0.78 17.29 2.78 0.32
H -1.32 10.35 6.05 -0.18
C -1.25 12.84 9.66 0.16
C -1.50 17.33 10.59 0.67
C -3.78 17.85 10.68 0.68
H -2.01 15.73 12.02 0.14
C -4.92 13.20 4.99 0.13
H 3.27 17.28 9.73 0.35
O -5.34 13.77 7.25 -0.04
O -4.21 10.07 13.85 -0.40
C -7.03 12.34 9.58 1.32
H -0.93 16.58 10.04 -0.81
O -0.76 7.53 9.68 -0.31
C -0.99 11.51 8.84 -1.83
O -1.50 15.06 4.93 0.04
H -0.83 14.73 8.69 -0.43
H -3.79 15.77 4.41 0.10
H -8.23 16.78 9.00 0.29
H -2.84 9.56 5.53 0.28
H -1.72 10.81 12.36 0.01
C -5.38 15.50 14.75 0.32
H -1.77 14.44 3.07 0.18
H 0.46 5.88 9.94 0.28
O -2.64 17.74 9.88 -0.39
H -1.71 13.64 7.75 -0.36
O -1.70 10.31 2.93 -0.38
O 0.83 14.87 12.08 -0.56
C -7.83 17.16 9.94 -0.29
O -7.52 11.36 10.50 -0.43
H -1.90 11.09 8.41 0.31
H 1.60 7.70 7.93 0.28
C -4.70 14.16 14.40 0.27
O -10.05 16.30 12.43 -0.62
O 1.85 16.50 10.91 -0.37
O -8.41 15.31 11.05 -0.26
O -2.69 9.13 12.64 -0.44
O -3.42 7.99 14.43 -0.62
C 2.68 15.26 9.25 -0.34
C -2.12 16.81 11.89 -0.22
H -4.79 16.40 14.59 0.13
O -5.71 14.26 5.18 -0.42
O -2.24 11.39 4.77 0.01
O -8.97 11.22 8.95 -0.39
C 1.49 15.25 11.16 0.78
H -0.90 18.23 10.69 0.34
O -4.19 13.68 15.63 -0.36
C -2.69 10.40 12.11 0.62
O -0.06 16.61 4.55 -0.36
O 1.86 14.52 10.17 -0.33
H -8.68 13.21 8.54 0.22
H 3.75 15.08 9.35 0.35
H -7.08 17.95 9.86 0.34
H -6.25 15.59 14.10 0.11
H 1.20 7.54 10.08 0.24
H -0.21 11.44 8.09 0.74
C 2.33 16.73 9.64 -0.21
C -8.52 10.66 10.06 0.58
C -1.24 7.98 8.50 0.76
H -7.05 13.30 10.11 -0.68
H -0.13 9.63 4.16 0.29
O -5.62 15.28 16.11 -0.40
H -3.60 15.83 2.67 0.35
O -0.28 7.72 7.51 -0.30
H -5.41 13.50 13.90 0.19
C -1.65 14.01 8.77 0.84
H -0.61 10.80 9.58 0.56
C -8.13 12.27 8.51 0.04
C -0.50 15.70 5.40 0.27
C -0.59 16.33 3.25 -0.71
H -7.68 12.25 7.52 0.14
H -3.48 13.74 6.40 -0.63
O -2.76 12.26 2.74 -0.57
C -1.20 9.50 4.03 -0.36
H -1.51 8.46 3.94 0.33
C -3.42 9.00 13.73 0.54
O -4.86 18.33 10.43 -0.62
C -1.70 15.40 3.58 0.71
O -3.52 17.19 11.80 -0.31
H 1.03 5.99 7.65 0.28
H -3.81 12.05 13.18 -0.60
H -6.69 15.30 9.86 -0.29
O -8.79 17.43 10.85 -0.35
C -3.93 11.03 12.82 1.08
O -2.93 14.40 9.22 -0.25
H -4.09 13.43 4.32 -0.16
C 0.51 6.89 9.53 -0.34
O -4.28 13.92 10.99 -0.18
H 1.53 17.12 9.01 0.21
H -4.26 12.12 6.86 0.46
H -2.94 17.13 3.71 0.47
C -1.98 10.14 5.20 0.21
C -3.11 16.06 3.62 -1.26

***

[2]
19
Properties=species:S:1:pos:R:3:nbo_charge:R:1 method="wB97M-V/def2-TZVPD" orbital_gap_ev=9.533 largest_force_ha_per_bohr=0.0471 smiles="C/C=C/O.O.O.O" homo_ev=-8.80 de_lowest_kj_mol=113.6 charge=0
H 1.31 -0.05 -3.24 0.48
C -1.44 0.19 1.33 -0.27
O 2.81 -1.04 -1.25 -0.99
C -2.74 0.04 2.02 -0.64
O -0.18 0.71 -0.64 -0.75
H 1.67 -1.34 -2.38 0.51
H -0.11 0.08 -1.40 0.53
H -3.61 0.18 1.34 0.21
H -0.61 0.42 1.98 0.20
O 2.18 0.82 0.68 -0.97
O 0.92 -0.71 -2.65 -1.00
H -2.25 0.30 -0.60 0.16
H 2.55 -0.28 -0.71 0.52
H 1.26 1.05 0.38 0.51
C -1.31 0.32 0.01 0.12
H 2.69 -1.92 -0.88 0.48
H 2.64 1.67 0.65 0.47
H -2.89 -0.98 2.38 0.21
H -2.89 0.53 2.98 0.22

***

[3]
20
Properties=species:S:1:pos:R:3:nbo_charge:R:1 method="wB97M-V/def2-TZVPD" orbital_gap_ev="6.991 / 8.319" largest_force_ha_per_bohr=0.1291 homo_ev="-8.34 / -8.62" de_lowest_kj_mol=752.7 charge=0
C -1.17 -2.04 0.03 -0.51
C 1.04 -0.36 -0.20 0.20
C 1.11 0.98 -0.21 0.66
O 1.35 1.51 1.11 -0.54
N 1.41 -1.46 0.58 -0.26
H 1.52 2.85 2.41 0.21
H 1.74 3.63 0.89 0.18
H -0.56 -1.68 -2.00 0.22
Cl 3.10 -1.88 0.87 0.09
C 1.19 2.94 1.43 -0.24
C -1.54 -0.59 0.36 -0.17
Cl -1.64 -0.06 1.99 0.04
C -0.18 -2.25 -1.07 -0.22
H -1.03 -2.61 0.99 0.25
H -0.12 -3.26 -1.14 0.22
O 0.82 1.75 -1.10 -0.57
H 0.17 3.11 1.11 0.19
H -2.12 -2.51 -0.39 0.25
H -1.82 0.21 -0.32 0.22
N 1.08 -1.54 -0.86 -0.22

***

[4]
10
Properties=species:S:1:pos:R:3:nbo_charge:R:1 method="wB97M-V/def2-TZVPD" orbital_gap_ev=10.884 largest_force_ha_per_bohr=0.0742 smiles=C#CC.O homo_ev=-9.89 de_lowest_kj_mol=311.9 charge=0
H -1.52 0.29 -1.79 0.46
C 0.73 0.83 0.78 -0.70
O -1.26 0.44 -0.85 -0.99
H 0.08 1.58 0.29 0.29
H -0.15 -2.61 -0.44 0.26
C 0.10 -1.62 -0.09 -0.29
C 0.39 -0.51 0.30 0.05
H 1.78 1.06 0.54 0.24
H -0.74 -0.35 -0.60 0.44
H 0.59 0.90 1.87 0.24

***

[5]
15
Properties=species:S:1:pos:R:3:nbo_charge:R:1 method="wB97M-V/def2-TZVPD" orbital_gap_ev=10.941 largest_force_ha_per_bohr=0.0726 smiles="[H]/N=B/CC.C" homo_ev=-10.30 de_lowest_kj_mol=131.2 charge=0
H -2.23 2.19 -1.43 0.21
C -1.02 0.43 -1.71 -0.78
H 0.92 -2.30 2.37 0.21
C -2.04 1.24 -0.97 -0.59
H 2.76 -2.00 2.32 0.21
C 1.73 -1.46 2.12 -0.86
H 1.78 -0.67 2.80 0.21
N 1.73 0.73 -1.19 -1.07
H -1.63 1.27 0.04 0.21
H -3.04 0.76 -0.93 0.21
H -1.27 -0.57 -1.79 0.24
H 2.71 0.66 -0.99 0.42
H 1.60 -0.96 1.16 0.23
B 0.51 0.56 -1.38 0.90
H -0.92 0.79 -2.74 0.24

***

[6]
59
Properties=species:S:1:pos:R:3:nbo_charge:R:1 method="wB97M-V/def2-TZVPD" orbital_gap_ev=3.278 largest_force_ha_per_bohr=0.0079 homo_ev=0.84 de_lowest_kj_mol=144.2 charge=-2
C -1.02 -0.70 1.81 -0.24
H 3.46 1.26 0.54 0.23
Br 1.85 4.43 5.50 -0.07
H 0.10 2.04 5.71 0.19
C 1.21 3.13 4.24 -0.19
C 1.11 2.29 2.00 -0.28
C -0.87 0.17 -5.40 -0.22
H 4.33 -1.34 1.81 0.18
C 2.25 -0.78 -0.89 -0.46
N -0.15 0.33 1.44 -0.69
H 0.94 1.28 -5.77 0.20
H 1.39 2.36 0.95 0.22
C -0.09 1.17 3.76 -0.37
H -0.96 -0.23 -6.40 0.21
H 4.23 -2.66 -1.03 0.20
H -1.55 -2.45 -2.24 0.16
C -3.96 1.79 0.09 0.78
H -3.25 -0.11 0.38 0.41
H -2.69 -2.69 2.50 0.18
H 4.27 1.10 -1.01 0.20
C 4.16 0.64 -0.02 -0.60
Pd 0.76 0.23 -0.47 0.36
C -2.66 -3.55 -0.79 -0.48
H 5.57 -1.64 -0.48 0.18
H 1.98 -1.85 -1.01 0.12
N -3.08 0.78 -0.06 -0.83
C 1.58 3.22 2.90 -0.25
C 0.26 1.21 2.37 0.28
N -1.29 -1.59 -0.41 -0.65
C -2.99 -3.58 0.59 -0.21
H 2.63 -0.81 1.78 0.24
C -1.80 -0.14 -4.43 -0.12
H 3.07 -2.41 1.17 0.20
H -3.66 -4.35 0.98 0.18
H -0.72 0.39 4.15 0.20
C -2.46 -2.66 1.44 -0.31
H 1.07 2.09 -3.41 0.20
N -5.15 1.42 0.73 -0.87
H -2.10 0.95 -0.23 0.43
H -2.37 0.11 -2.36 0.24
H -3.05 -4.27 -1.50 0.18
N -0.66 1.17 -2.82 -0.39
C -1.67 0.37 -3.14 0.02
C 0.38 2.11 4.66 -0.22
C -1.55 -1.63 0.96 0.16
H -5.04 0.72 1.45 0.37
H 5.13 0.64 0.49 0.17
C 0.18 1.01 -5.05 -0.26
H -5.64 2.24 1.05 0.38
H 4.70 -1.23 -1.97 0.20
C -1.82 -2.53 -1.19 0.07
H 2.22 4.02 2.56 0.20
C 4.58 -1.63 -0.96 -0.60
Br -3.26 -1.29 -4.84 0.02
C 3.40 -1.37 1.24 -0.61
O -3.80 2.93 -0.33 -0.68
C 0.24 1.47 -3.74 0.06
C 3.59 -0.77 -0.16 -0.18
H -1.33 -0.79 2.85 0.15

***

[7]
23
Properties=species:S:1:pos:R:3:nbo_charge:R:1 method="wB97M-V/def2-TZVPD" orbital_gap_ev=9.739 largest_force_ha_per_bohr=0.0900 homo_ev=-8.93 de_lowest_kj_mol=92.3 charge=0
H -2.08 -0.72 1.73 0.25
C 1.87 0.24 0.34 0.04
H -3.52 -0.23 -1.07 0.39
C 1.96 0.22 1.65 -0.43
H -1.89 2.02 -0.29 0.38
C -1.43 -1.27 1.03 -0.88
H -4.16 0.61 0.27 0.35
H 2.71 -1.68 0.10 0.22
H 1.97 -0.76 2.19 0.19
H 0.73 1.89 -0.61 0.21
H 2.09 1.13 2.23 0.20
H -2.02 -2.13 0.77 0.24
H 2.20 -0.87 -1.37 0.21
C 1.96 -1.17 -0.38 -0.63
H 2.28 1.24 -1.32 0.21
O -1.72 -0.90 -1.50 -0.99
N -3.52 0.66 -0.56 -0.69
C 1.78 1.50 -0.43 -0.65
H 2.35 2.28 -0.01 0.22
H 1.05 -1.67 -0.44 0.20
H -0.51 -1.75 1.49 0.24
N -2.23 0.99 0.03 -0.70
S -1.06 -0.23 -0.38 1.42

***

[8]
46
Properties=species:S:1:pos:R:3:nbo_charge:R:1 method="wB97M-V/def2-TZVPD" orbital_gap_ev=3.662 largest_force_ha_per_bohr=0.0466 homo_ev=-6.34 charge=0
C -4.59 3.50 -1.39 -0.25
C 1.71 2.83 -1.37 -0.18
H -4.61 4.58 -1.43 0.23
C -5.80 2.79 -1.40 -0.05
C 1.37 -3.57 1.64 0.01
C 1.65 1.41 -1.33 -0.02
H 0.48 -0.40 -1.19 0.22
H -6.71 0.84 -1.38 0.24
H 0.79 3.41 -1.35 0.21
H 2.65 -5.10 0.84 0.21
H -2.46 3.40 -1.31 0.21
C 2.93 3.51 -1.39 -0.24
H 2.88 -0.38 -1.35 0.23
C 0.05 -1.75 2.65 -0.19
C 1.25 -2.48 2.59 -0.09
H -2.13 -0.39 -1.01 0.25
C -4.56 0.71 -1.28 -0.15
S -2.28 -0.95 1.54 -0.18
H -0.85 2.35 -1.58 0.19
C -1.00 -1.99 1.74 -0.23
C 4.11 1.39 -1.39 -0.24
H -4.55 -0.39 -1.27 0.23
H 4.59 -4.52 2.29 0.21
H 2.96 4.59 -1.41 0.23
H 4.42 -2.66 3.92 0.21
H -1.80 -3.42 0.32 0.22
H 2.30 -1.35 4.11 0.21
C 2.58 -4.28 1.56 -0.20
C 3.66 -3.96 2.36 -0.23
C -5.78 1.38 -1.36 -0.25
Br -7.45 3.71 -1.44 0.09
C 4.14 2.80 -1.39 -0.06
C 2.90 0.71 -1.36 -0.17
Br 5.79 3.72 -1.40 0.09
C 3.56 -2.90 3.29 -0.22
H 0.32 -4.71 0.12 0.21
C 2.38 -2.18 3.40 -0.18
C 0.41 0.69 -1.26 -0.06
C -3.38 2.82 -1.31 -0.17
C -3.32 1.40 -1.25 -0.04
C -0.93 -3.17 0.92 -0.22
C 0.24 -3.88 0.83 -0.22
C -2.08 0.69 -1.16 -0.05
H -0.06 -0.94 3.37 0.22
C -0.84 1.30 -1.33 -0.29
H 5.05 0.84 -1.40 0.24

***

[9]
58
Properties=species:S:1:pos:R:3:nbo_charge:R:1 method="wB97M-V/def2-TZVPD" orbital_gap_ev=8.608 largest_force_ha_per_bohr=0.0122 smiles=CC(C)(Cc1c[nH]c2ccc(Cl)cc12)NCCOc1ccccc1OCC1CC1 homo_ev=-7.99 de_lowest_kj_mol=129.5 charge=0
H 0.42 -4.13 -0.60 0.21
C 2.26 2.40 0.62 -0.29
C 4.37 -2.08 -1.90 -0.41
H -2.10 -4.46 0.95 0.21
C 2.59 1.07 0.82 0.30
H -2.30 -2.01 -1.85 0.22
C -4.41 -1.63 0.73 -0.02
C -3.53 2.76 0.02 -0.24
H 2.81 -1.81 1.21 0.19
O 4.45 -0.57 0.94 -0.50
H -0.64 -3.80 1.68 0.21
C 3.33 -1.73 -0.88 -0.27
C 3.95 0.69 0.74 0.23
H -1.54 -0.62 1.45 0.21
C 3.70 -1.72 0.58 -0.06
C -3.40 -1.41 -0.15 -0.11
C -2.56 -2.41 -0.87 -0.43
H 2.49 -3.17 -2.36 0.22
C -0.49 -0.87 1.25 -0.23
H 5.32 3.73 0.13 0.21
N -0.41 -1.62 0.02 -0.67
H -2.18 -2.93 1.81 0.21
H 5.93 1.35 0.45 0.22
H -4.82 -2.57 1.07 0.21
H -3.59 3.84 0.11 0.23
C -0.49 -3.77 -1.08 -0.61
C -4.39 1.96 0.73 -0.22
C 3.26 -3.04 -1.61 -0.42
C -3.28 0.01 -0.26 -0.02
H -0.22 -3.26 -2.00 0.21
H 0.56 -1.85 -0.15 0.37
C 0.30 0.43 1.09 -0.07
Cl -1.50 3.28 -1.68 -0.01
C -4.25 0.58 0.59 0.11
H -1.11 -4.63 -1.33 0.21
C -1.24 -2.81 -0.15 0.14
H -0.09 -1.41 2.12 0.18
H 3.50 -3.94 -1.07 0.21
H 2.93 4.38 0.23 0.21
H -1.67 0.43 -1.64 0.24
C 4.56 2.99 0.32 -0.23
H 0.02 0.91 0.15 0.19
H 4.37 -1.55 -2.84 0.22
C -2.56 2.20 -0.82 -0.05
H 5.36 -2.32 -1.54 0.21
H 1.22 2.71 0.67 0.22
N -4.93 -0.45 1.18 -0.52
H -5.13 2.38 1.39 0.22
C -2.42 0.85 -0.99 -0.25
C -1.56 -3.54 1.16 -0.64
O 1.67 0.09 1.10 -0.54
H 4.38 -2.55 0.81 0.19
H 2.60 -0.97 -1.15 0.22
C 3.23 3.36 0.37 -0.22
H -5.69 -0.35 1.83 0.41
H -3.15 -3.32 -1.02 0.21
H 0.07 1.11 1.93 0.18
C 4.90 1.67 0.49 -0.23

***

[10]
17
Properties=species:S:1:pos:R:3:nbo_charge:R:1 method="wB97M-V/def2-TZVPD" orbital_gap_ev=11.536 largest_force_ha_per_bohr=0.0224 homo_ev=-14.50 de_lowest_kj_mol=62.9 charge=+1
H -0.80 -0.32 -3.14 0.51
O -0.74 -0.66 -2.24 -0.97
O -2.29 -1.87 2.38 -0.97
O 1.02 2.81 -2.24 -0.94
H -0.66 -1.61 -2.39 0.49
N -0.39 -0.09 0.47 -0.90
H 2.39 -0.29 2.19 0.50
H 0.61 -0.15 0.75 0.46
H 1.48 3.18 -3.01 0.48
H -3.10 -1.78 2.88 0.49
H -1.92 -2.67 2.78 0.48
H -0.50 -0.58 -0.42 0.47
H -0.54 0.92 0.36 0.44
O 2.24 0.08 1.31 -0.97
H -0.95 -0.47 1.23 0.46
H 1.16 3.59 -1.67 0.47
H 3.02 -0.07 0.76 0.51

***

[11]
21
Properties=species:S:1:pos:R:3:nbo_charge:R:1 method="wB97M-V/def2-TZVPD" orbital_gap_ev=9.594 largest_force_ha_per_bohr=0.0593 smiles=C[C@H]1NC[C@H]2N[C@@]12C#N.O homo_ev=-8.99 de_lowest_kj_mol=228.2 charge=0
O 0.19 1.86 -3.08 -0.96
H -0.81 2.15 -2.95 0.50
C 1.12 0.60 1.64 -0.23
C 0.73 1.02 0.24 -0.05
N -2.38 0.95 -1.51 -0.35
H -1.58 -2.54 -0.17 0.21
H 2.20 0.68 1.82 0.21
C -0.52 -0.97 0.89 -0.03
C -0.30 0.06 -0.23 -0.06
H 0.61 1.27 2.35 0.17
H -0.70 -3.08 1.28 0.21
H 1.07 0.53 -1.71 0.40
H 0.55 -1.12 2.66 0.37
N 0.68 -0.79 1.71 -0.62
H 0.21 -2.69 -0.20 0.23
H 0.72 2.57 -2.70 0.47
H -1.44 -0.66 1.41 0.18
H 0.68 2.08 -0.01 0.21
C -0.66 -2.41 0.42 -0.61
C -1.42 0.43 -1.07 0.31
N 1.05 0.06 -0.80 -0.57

***

[12]
13
Properties=species:S:1:pos:R:3:nbo_charge:R:1 method="wB97M-V/def2-TZVPD" orbital_gap_ev=9.198 largest_force_ha_per_bohr=0.0224 homo_ev=-8.75 de_lowest_kj_mol=393.6 charge=0
H -1.29 -1.67 -1.38 0.28
H 0.22 -1.17 -2.12 0.24
H -0.89 -0.47 1.31 0.21
C 0.46 1.09 0.54 -0.53
H -1.67 1.13 0.99 0.23
C -0.92 0.41 0.65 -0.51
H 0.20 -1.73 -0.41 0.21
C -0.85 0.21 -0.82 0.10
N 2.54 -0.38 1.07 -0.31
C 1.62 0.28 0.85 0.28
H 0.45 1.40 -0.55 0.30
H 0.48 2.04 1.04 0.28
C -0.33 -1.15 -1.18 -0.76